ORCA calculation (wB97M-V/def2-TZVPD) on a structure of composition C38H59NO2P2ReSi.

Atoms and positions in Å:
Re (0.255, 0.126, -0.230)
C (-3.072, 0.147, -3.803)
C (-2.801, 0.245, -2.300)
C (-4.114, 0.042, -1.542)
P (-1.431, -0.863, -1.702)
C (-0.642, -1.577, -3.207)
C (0.127, -2.840, -2.831)
C (0.235, -0.569, -3.946)
C (-2.088, -2.209, -0.754)
C (-3.161, -2.999, -1.178)
C (-3.667, -3.987, -0.365)
C (-3.103, -4.154, 0.902)
C (-2.013, -3.416, 1.309)
C (-1.423, -2.459, 0.454)
N (-0.280, -1.730, 0.763)
C (0.637, -2.265, 1.688)
C (0.912, -3.629, 1.834)
C (1.832, -4.064, 2.770)
C (2.508, -3.165, 3.588)
C (2.265, -1.811, 3.442)
C (1.360, -1.364, 2.483)
P (0.805, 0.307, 2.154)
C (2.000, 1.682, 2.482)
C (2.842, 2.192, 1.310)
C (2.937, 1.444, 3.674)
C (-0.593, 0.624, 3.319)
C (-0.202, 1.065, 4.729)
C (-1.509, -0.598, 3.411)
H (-3.835, 0.884, -4.059)
H (-3.466, -0.834, -4.077)
H (-2.198, 0.354, -4.417)
H (-2.423, 1.246, -2.082)
H (-4.548, -0.935, -1.743)
H (-4.825, 0.798, -1.880)
H (-4.004, 0.139, -0.470)
H (-1.485, -1.851, -3.850)
H (0.858, -2.619, -2.058)
H (0.658, -3.214, -3.708)
H (-0.530, -3.627, -2.466)
H (1.068, -0.253, -3.325)
H (-0.315, 0.324, -4.244)
H (0.633, -1.034, -4.849)
H (-3.601, -2.827, -2.154)
H (-4.500, -4.598, -0.686)
H (-3.525, -4.882, 1.584)
H (-1.607, -3.576, 2.297)
H (0.427, -4.347, 1.189)
H (2.035, -5.124, 2.853)
H (3.222, -3.516, 4.321)
H (2.786, -1.109, 4.077)
H (1.287, 2.475, 2.742)
H (3.784, 1.654, 1.261)
H (3.074, 3.244, 1.487)
H (2.351, 2.110, 0.344)
H (3.751, 0.783, 3.379)
H (2.455, 1.032, 4.555)
H (3.383, 2.400, 3.957)
H (-1.148, 1.442, 2.854)
H (0.325, 0.272, 5.265)
H (-1.121, 1.270, 5.281)
H (0.399, 1.971, 4.755)
H (-1.021, -1.402, 3.965)
H (-1.794, -0.986, 2.434)
H (-2.417, -0.321, 3.951)
C (3.582, -1.299, -2.315)
C (3.217, -1.373, -0.835)
C (3.227, -2.815, -0.344)
C (4.236, -0.577, -0.031)
O (1.929, -0.765, -0.650)
H (4.618, -1.615, -2.461)
H (3.478, -0.274, -2.674)
H (2.947, -1.951, -2.911)
H (4.238, -3.222, -0.432)
H (2.564, -3.453, -0.925)
H (2.935, -2.860, 0.701)
H (5.214, -1.060, -0.081)
H (3.931, -0.529, 1.016)
H (4.329, 0.433, -0.431)
C (2.483, 2.886, -3.384)
Si (1.040, 2.865, -2.210)
C (-0.550, 3.112, -3.170)
C (1.227, 4.237, -0.941)
O (1.065, 1.404, -1.434)
H (2.574, 3.860, -3.873)
H (2.375, 2.129, -4.165)
H (3.419, 2.691, -2.853)
H (-0.588, 4.135, -3.556)
H (-1.441, 2.966, -2.551)
H (-0.619, 2.440, -4.029)
H (0.727, 5.150, -1.277)
H (2.279, 4.482, -0.779)
H (0.804, 3.958, 0.029)
C (-1.088, 1.224, 0.227)
C (-2.164, 2.109, 0.586)
C (-2.214, 3.417, 0.085)
C (-3.237, 4.270, 0.461)
C (-4.212, 3.836, 1.349)
C (-4.167, 2.546, 1.866)
C (-3.151, 1.689, 1.489)
H (-1.445, 3.757, -0.597)
H (-3.273, 5.277, 0.066)
H (-5.009, 4.507, 1.645)
H (-4.927, 2.213, 2.562)
H (-3.105, 0.684, 1.889)

## Properties
DFT total energy   -2739.00572 Eh
HOMO   -9.7 eV
Energy relative to the best compared isomer or geometry (same formula, charge and spin)   10.72 kcal per mole
Total charge   +1
HOMO-LUMO gap   6.08 eV
E_LUMO   -3.66 eV